1.
DFT (ωB97M-V/def2-TZVPD) results for a gas-phase ion, C28H38BrClF8N5O3 (charge +1).

Properties
charge: +1
highest occupied orbital energy: -0.446 Eh
SMILES string: [H]/N=C\C[C@@H]1[C@@H]([C@@H](Br)CC)N(C[C@@H](C)Cl)[C@@](CCF)(COC)[C@H](C(F)(F)c2cccc(C(F)(F)F)c2)[N@+]1(CCN)N(C(=O)F)C(=O)F
2S+1: 1

Positions of all 84 atoms, in Å:
C 3.7592 1.5027 3.1815
C 3.6635 0.9202 1.7749
C 2.3148 1.0137 1.0154
Br 0.8512 1.6389 2.1215
C 1.9557 -0.3306 0.2699
C 1.9292 -0.1569 -1.2506
C 2.4903 -1.4172 -1.9120
C 4.0067 -1.4206 -1.7437
N 4.8244 -0.7012 -2.3762
N 0.5740 0.3812 -1.8031
C 0.7686 1.9123 -1.8448
C -0.2126 2.8734 -2.5353
N 0.4170 4.1874 -2.6533
N 0.3369 -0.0391 -3.1694
C 1.0400 0.5360 -4.2399
O 0.6325 0.5932 -5.3366
F 2.2730 0.9375 -3.8693
C -0.2748 -1.2955 -3.5327
O 0.2275 -2.3467 -3.3971
F -1.4362 -1.0926 -4.1469
C -0.5641 0.0343 -0.7687
C -2.0254 0.4231 -1.2144
F -2.7730 -0.7008 -1.2804
F -2.0125 0.9013 -2.4906
C -2.7502 1.4209 -0.3404
C -2.1206 2.4251 0.3907
C -2.8590 3.3150 1.1609
C -4.2412 3.2067 1.2090
C -4.8698 2.2142 0.4645
C -6.3662 2.0796 0.5474
F -6.9655 3.2736 0.5472
F -6.8681 1.3808 -0.4735
F -6.7198 1.4554 1.6791
C -4.1391 1.3264 -0.3094
C -0.4010 -1.2841 0.0898
C -0.5577 -2.7193 -0.4855
C -1.7331 -3.2345 -1.3021
F -2.8402 -3.3922 -0.4653
C -1.5259 -1.1199 1.1767
O -1.1869 -1.9248 2.2806
C -2.2297 -1.9824 3.2486
N 0.8844 -1.1414 0.8326
C 1.4364 -2.3709 1.4040
C 2.2696 -2.0622 2.6673
C 1.6993 -2.7033 3.9263
Cl 3.9477 -2.6571 2.4201
H 3.1768 0.9370 3.9075
H 3.4878 2.5551 3.2174
H 4.8006 1.4307 3.4980
H 3.9847 -0.1183 1.8253
H 4.4043 1.4426 1.1666
H 2.4691 1.7920 0.2734
H 2.8716 -0.9098 0.3966
H 2.6644 0.6238 -1.4332
H 2.2829 -1.5153 -2.9706
H 2.1049 -2.3182 -1.4412
H 4.4099 -2.1137 -1.0056
H 4.3574 -0.0982 -3.0563
H 1.7270 2.0870 -2.3187
H 0.8919 2.2157 -0.8064
H -1.1404 3.0058 -1.9948
H -0.4801 2.5449 -3.5357
H 1.0724 4.2169 -3.4245
H 0.9136 4.4608 -1.8135
H -0.3386 0.7650 0.0086
H -1.0472 2.5355 0.3872
H -2.3457 4.0806 1.7248
H -4.8224 3.8841 1.8179
H -4.6709 0.5747 -0.8743
H 0.3563 -3.0471 -0.9752
H -0.6273 -3.3534 0.3986
H -2.0611 -2.6519 -2.1471
H -1.4611 -4.2255 -1.6679
H -2.4830 -1.4573 0.7842
H -1.5941 -0.0761 1.4998
H -1.7721 -2.0070 4.2348
H -2.8887 -1.1164 3.1746
H -2.8227 -2.8887 3.1117
H 0.6512 -3.0408 1.7245
H 2.0515 -2.9392 0.6990
H 2.2963 -0.9868 2.8233
H 1.4969 -3.7593 3.7506
H 0.7983 -2.1800 4.2353
H 2.4401 -2.6572 4.7231

Atoms 1-6, force components in eV/Å:
C 0.3 -0.1 0.0
C 0.1 0.1 0.2
C 0.3 -0.3 0.0
Br 0.0 0.1 0.1
C -0.3 0.2 0.2
C 0.6 -0.4 0.3

From a Löwdin analysis of the wavefunction, the atomic charges in e read: -0.134, -0.274, -0.573, 0.909, -0.276, -0.144, -0.098, -0.211, 0.141, 0.020, -0.076, -0.225, 0.041, 0.112, -0.474, 0.262, 0.137, -0.432, 0.239, 0.198, 0.021, -0.402, 0.101, 0.105, -0.117, -0.057, -0.021, 0.024, -0.083, -0.603, 0.159, 0.157, 0.160, 0.076, -0.249, -0.082, -0.173, -0.035, -0.155, -0.193, -0.049, -0.052, -0.206, -0.666, -0.102, 0.662, 0.062, 0.066, 0.086, 0.051, 0.121, 0.068, 0.108, 0.131, 0.108, 0.098, 0.112, 0.049, 0.116, 0.102, 0.098, 0.120, 0.083, 0.080, 0.061, 0.042, 0.119, 0.134, 0.142, 0.100, 0.122, 0.091, 0.135, 0.126, 0.111, 0.088, 0.094, 0.100, 0.104, 0.102, 0.067, 0.089, 0.076, 0.075

2.
DFT (ωB97M-V/def2-TZVPD) results for a molecular structure, C28H38BrMgN3OS3.

Properties
charge: 0
highest occupied orbital energy: -0.248 Eh
energy relative to the best compared isomer or geometry (same formula, charge and spin): 60.1 kJ/mol
2S+1: 1

Positions of all 75 atoms, in Å:
Mg 1.1756 -0.3303 -0.2864
C -0.1323 0.3868 2.5452
N 1.1707 0.1488 1.9162
C 1.9737 1.4019 1.9835
C 1.4068 2.4767 1.0712
N 1.2429 2.0152 -0.3117
C 0.2000 2.8004 -1.0082
C 2.4282 2.0155 -1.1627
C 3.5163 2.8376 -0.9078
C 4.5998 2.8660 -1.7720
C 4.5824 2.0751 -2.9098
C 3.5033 1.2467 -3.1606
C 2.4073 1.1825 -2.2987
S 1.0862 0.0507 -2.6387
C 1.9057 -0.9697 2.4931
C 1.4697 -1.5956 3.6548
C 2.1725 -2.6659 4.1946
C 3.3280 -3.1021 3.5693
C 3.7546 -2.4907 2.4028
C 3.0591 -1.4284 1.8190
S 3.5817 -0.7583 0.2832
H -0.0232 0.7399 3.5771
H -0.7233 -0.5245 2.5423
H -0.6769 1.1359 1.9736
H 2.9927 1.1659 1.6858
H 1.9819 1.7619 3.0195
H 2.0300 3.3724 1.1552
H 0.4168 2.7754 1.4145
H -0.1604 2.2451 -1.8706
H -0.6347 2.9644 -0.3265
H 0.5982 3.7711 -1.3211
H 3.5447 3.4556 -0.0216
H 5.4486 3.5000 -1.5528
H 5.4160 2.0939 -3.6003
H 3.4962 0.6104 -4.0361
H 0.5747 -1.2599 4.1568
H 1.8169 -3.1416 5.0989
H 3.9009 -3.9197 3.9887
H 4.6476 -2.8412 1.8993
C 2.8389 -5.7350 -0.5653
C 1.6572 -4.8277 -0.3860
C 0.3731 -5.3048 -0.1686
C -0.6786 -4.4201 0.0119
C -0.3724 -3.0761 -0.0243
Br -1.7479 -1.7900 0.1985
N 0.8345 -2.5804 -0.2288
C 1.8306 -3.4502 -0.4205
H 2.5367 -6.7811 -0.5694
H 3.5560 -5.5905 0.2441
H 3.3558 -5.5245 -1.5017
H 0.1875 -6.3719 -0.1461
H -1.6924 -4.7550 0.1696
H 2.8005 -2.9946 -0.5900
C -4.3923 3.9544 -2.0899
C -4.7999 3.6194 -0.6588
C -3.6745 3.0494 0.1980
S -3.0385 1.3968 -0.1922
O -2.6697 1.3509 -1.6324
C -4.6186 0.4783 -0.0018
C -5.3045 0.1914 -1.3365
C -4.7068 -0.9955 -2.0804
H -5.2503 4.3287 -2.6490
H -3.9850 3.0869 -2.6046
H -3.6251 4.7313 -2.0994
H -5.6551 2.9391 -0.6538
H -5.1417 4.5305 -0.1588
H -3.9710 2.9724 1.2486
H -2.7951 3.6979 0.1565
H -5.2464 1.0721 0.6635
H -4.3843 -0.4542 0.5149
H -5.2599 1.0786 -1.9695
H -6.3607 0.0013 -1.1262
H -3.6720 -0.7997 -2.3563
H -5.2704 -1.1991 -2.9913
H -4.7365 -1.8967 -1.4630

Atoms 1-6, force components in eV/Å:
Mg 0.5 0.0 0.0
C 0.0 0.0 0.0
N 0.0 -0.1 0.1
C 0.0 0.0 0.0
C 0.1 0.1 0.0
N 0.0 -0.1 0.0

From a Löwdin analysis of the wavefunction, the atomic charges in e read: 0.318, -0.100, -0.207, -0.166, -0.175, -0.197, -0.064, -0.324, -0.038, -0.090, -0.093, -0.116, -0.645, 0.579, -0.263, -0.037, -0.098, -0.101, -0.124, -0.617, 0.666, 0.100, 0.049, 0.064, 0.072, 0.136, 0.116, 0.105, 0.043, 0.052, 0.106, 0.100, 0.098, 0.100, 0.097, 0.095, 0.097, 0.099, 0.098, -0.033, -0.229, -0.008, -0.085, -0.684, 0.898, -0.007, -0.079, 0.078, 0.085, 0.089, 0.121, 0.105, 0.074, -0.101, -0.282, -0.356, 0.833, -0.521, -0.344, -0.289, -0.116, 0.074, 0.057, 0.079, 0.093, 0.109, 0.089, 0.079, 0.081, 0.053, 0.092, 0.112, 0.057, 0.075, 0.066

3.
DFT (ωB97M-V/def2-TZVPD) results for a molecular structure, C28H38CaGeN6O4SSi.

Properties
charge: 0
highest occupied orbital energy: -0.271 Eh
energy relative to the best compared isomer or geometry (same formula, charge and spin): 55.6 kJ/mol
2S+1: 1

Positions of all 80 atoms, in Å:
Ca 0.0409 -0.4228 -0.1945
N 1.0068 -0.0933 -3.7660
C -0.2074 -0.8107 -4.1514
C -1.3275 0.0482 -4.7325
C -1.9743 1.0438 -3.7694
C -2.7868 0.4168 -2.6415
N -1.9773 0.1016 -1.4326
H 0.7976 0.6701 -3.1292
H 1.4350 0.3349 -4.5793
H -0.5838 -1.3570 -3.2798
H 0.0778 -1.5701 -4.8825
H -2.1123 -0.6101 -5.1204
H -0.9312 0.5916 -5.5956
H -2.6553 1.6706 -4.3489
H -1.2342 1.7337 -3.3488
H -3.2575 -0.5068 -2.9854
H -3.5932 1.0968 -2.3543
H -2.6132 -0.3064 -0.7417
H -1.7852 1.0252 -1.0243
O 0.9206 1.4716 -0.8147
N 2.0817 1.7409 -1.3399
C 2.7596 2.6846 -0.7609
C 4.0483 2.9994 -1.3004
N 5.0900 3.2391 -1.7216
C 2.2951 3.3620 0.4164
N 1.9213 3.9016 1.3592
C 0.9175 -1.4745 4.9231
Si 2.0873 -0.0398 4.7498
C 1.8455 0.9557 3.1962
C 2.1323 1.0192 6.2747
H 1.3382 -2.2489 5.5644
H 0.6577 -1.9176 3.9600
H -0.0093 -1.1079 5.3706
H 2.6943 1.6165 3.0095
H 0.9475 1.5718 3.2562
H 1.7341 0.2954 2.3323
H 3.1294 1.4328 6.4318
H 1.8595 0.4453 7.1612
H 1.4341 1.8529 6.1797
Ge -1.7295 0.2542 2.0464
C -2.0839 2.1936 1.7951
C -2.7944 2.7052 0.7050
C -2.9106 4.0709 0.4791
C -2.2977 4.9702 1.3381
C -1.5839 4.4889 2.4257
C -1.4873 3.1229 2.6488
C -3.4864 -0.6596 2.1923
C -4.6428 -0.2363 1.5371
C -5.8185 -0.9780 1.5861
C -5.8635 -2.1671 2.2966
C -4.7248 -2.6043 2.9617
C -3.5557 -1.8603 2.9035
H -1.2309 0.2263 3.5201
H -3.2942 2.0370 0.0093
H -3.4790 4.4316 -0.3701
H -2.3751 6.0353 1.1623
H -1.0938 5.1781 3.1016
H -0.9320 2.7765 3.5136
H -4.6516 0.7072 1.0022
H -6.7039 -0.6175 1.0761
H -6.7783 -2.7442 2.3405
H -4.7503 -3.5255 3.5311
H -2.6790 -2.2191 3.4351
N 1.9208 -1.5413 -1.3883
C 2.5912 -1.7472 -0.1609
C 3.5918 -0.8609 0.2453
C 4.1316 -0.9685 1.5121
C 3.6543 -1.9365 2.3873
C 2.6774 -2.8308 1.9909
C 2.1402 -2.7371 0.7134
S 4.2682 -1.9701 4.0463
O 5.6862 -1.8311 4.0009
O 3.7012 -0.6481 4.6297
O 3.6691 -3.0902 4.7052
H 2.3131 -0.8431 -2.0139
H 1.7024 -2.3729 -1.9217
H 3.9429 -0.0986 -0.4392
H 4.9116 -0.2901 1.8334
H 2.3308 -3.5835 2.6862
H 1.3791 -3.4417 0.3935

Atoms 1-6, force components in eV/Å:
Ca 0.2 0.0 0.0
N 0.0 0.1 0.0
C 0.0 0.0 0.0
C 0.0 0.0 0.0
C 0.0 0.0 0.0
C 0.0 -0.2 0.0

From a Löwdin analysis of the wavefunction, the atomic charges in e read: 1.180, 0.005, -0.288, -0.203, -0.196, -0.236, -0.104, 0.026, 0.084, 0.086, 0.110, 0.111, 0.111, 0.112, 0.111, 0.120, 0.110, 0.042, 0.025, -0.398, -0.051, -0.313, -0.184, 0.160, -0.161, 0.200, -0.158, 0.452, -0.157, -0.142, 0.038, 0.021, 0.033, 0.043, 0.004, 0.002, 0.040, 0.039, 0.038, 0.796, -0.382, -0.159, -0.095, -0.097, -0.093, -0.144, -0.403, -0.134, -0.101, -0.107, -0.102, -0.152, -0.069, 0.061, 0.098, 0.099, 0.102, 0.075, 0.076, 0.098, 0.097, 0.098, 0.085, -0.003, -0.358, -0.012, -0.034, -0.276, -0.043, -0.039, 0.573, -0.249, -0.311, -0.271, 0.067, 0.108, 0.114, 0.135, 0.123, 0.119